Entry 1:
76
Properties=species:S:1:pos:R:3:forces:R:3:mulliken_charge:R:1 method="wB97M-V/def2-TZVPD" total_charge=+1 lumo_energy_ev="-4.07 / -4.56" s_squared=2.017 energy_ev=-82482.8694 homo_energy_ha="-0.422 / -0.425" multiplicity=3 orbital_gap_ev="7.41 / 6.99"
Mo -0.47332 -1.13171 0.07967 0.0 0.1 0.2 1.073
C 2.93191 0.32490 3.95763 0.0 0.0 0.0 -2.044
C 2.85284 0.36288 2.43619 -0.1 0.0 0.0 2.316
C 4.13276 0.97063 1.85120 0.0 0.0 0.0 -1.615
C 1.63556 1.09859 1.90675 0.0 -0.1 0.0 0.547
C 1.30111 1.02308 0.54654 0.1 -0.1 -0.1 -1.039
C 0.28935 1.81893 0.00030 -0.1 0.0 0.0 0.087
C -0.43128 2.71040 0.79610 0.1 0.0 0.0 0.708
C -1.37426 3.71538 0.19806 0.0 -0.1 0.0 -1.579
C -0.16547 2.69618 2.15779 0.0 0.0 -0.1 -1.134
C 0.84372 1.90743 2.70205 0.0 0.1 0.1 -0.580
H 3.79674 -0.26458 4.26524 0.0 0.0 0.0 0.424
H 2.04367 -0.12456 4.40401 0.0 0.0 0.0 0.433
H 3.05971 1.32652 4.37227 0.0 0.0 0.0 0.440
H 2.78611 -0.67138 2.08745 0.0 0.0 0.0 -1.136
H 4.25497 1.99919 2.19664 0.0 0.0 0.0 0.394
H 4.12077 0.98544 0.76075 0.0 0.0 0.0 0.365
H 5.00727 0.40227 2.17198 0.0 0.0 0.0 0.430
H 1.93114 0.45630 -0.12765 0.1 0.0 0.0 0.606
H 0.12858 1.80192 -1.07217 0.0 0.0 0.0 0.479
H -1.69142 3.42036 -0.80080 0.0 0.0 0.0 0.312
H -0.88013 4.68493 0.11443 0.0 0.0 0.0 0.454
H -2.26622 3.85491 0.80843 0.0 0.0 0.0 0.399
H -0.73106 3.34771 2.81437 0.0 0.0 0.0 0.444
H 1.02390 1.96711 3.76640 0.0 0.0 0.0 0.455
Cl -1.17114 -1.85384 -7.17309 0.0 0.0 0.0 -0.189
C -0.73502 -1.53125 -5.53575 -0.1 -0.1 0.0 0.046
C -0.01224 -0.37063 -5.22839 0.1 0.1 0.0 -0.641
C 0.35430 -0.08070 -3.93461 0.0 0.0 0.0 -0.652
C -0.01795 -0.93552 -2.88933 0.1 0.2 0.1 -0.006
O 0.34936 -0.65101 -1.65090 0.1 0.0 -0.2 0.613
C -0.72562 -2.10853 -3.20363 -0.1 0.0 -0.2 1.316
C -0.98996 -3.07027 -2.19692 -0.1 -0.2 0.1 -0.522
O -0.86348 -2.90044 -0.97038 0.0 -0.1 -0.1 -0.571
C -1.06980 -2.40652 -4.53940 0.0 0.0 0.0 -1.211
H 0.26476 0.30044 -6.03089 0.0 0.0 0.0 0.466
H 0.92653 0.80832 -3.70439 0.0 0.0 0.0 0.504
H -1.32030 -4.06486 -2.51160 0.0 0.0 0.0 0.458
H -1.59922 -3.32256 -4.76911 0.0 0.0 0.0 0.475
N 5.23716 -4.43147 3.11115 0.0 0.0 0.0 -0.322
C 5.04149 -4.12967 1.80763 0.0 0.0 0.0 0.051
O 5.83598 -4.37603 0.92762 0.0 0.0 0.0 -0.591
C 3.72910 -3.46129 1.46198 0.0 0.0 0.0 0.952
C 2.58356 -3.54094 2.23588 0.0 0.0 0.0 -0.954
C 1.43228 -2.90116 1.81280 0.0 0.1 0.0 -0.743
N 1.38496 -2.19702 0.67314 0.1 0.0 0.0 0.681
C 2.49014 -2.14595 -0.09201 0.0 0.0 0.0 -0.491
C 3.66831 -2.76021 0.26475 0.0 0.0 0.0 -1.084
H 6.12080 -4.84129 3.36636 0.0 0.0 0.0 0.249
H 4.64731 -4.07918 3.84260 0.0 0.0 0.0 0.181
H 2.54778 -4.10657 3.15677 0.0 0.0 0.0 0.497
H 0.52724 -2.94370 2.40053 0.0 0.0 0.0 0.554
H 2.41072 -1.59168 -1.01712 0.0 0.0 0.0 0.611
H 4.53914 -2.71438 -0.37383 0.0 0.0 0.0 0.537
C -2.83750 0.99692 -2.33348 -0.1 0.0 0.0 -0.643
Te -3.08724 -0.45153 -0.78583 0.0 -0.1 0.0 0.252
C -3.75637 1.19095 0.37923 0.0 0.0 0.0 -0.387
C -4.25216 2.18430 -0.64092 0.0 0.0 0.0 0.283
C -5.12680 3.20302 -0.27717 0.0 0.0 0.0 -0.663
C -5.54020 4.13500 -1.21492 0.0 0.0 0.0 -0.643
C -5.08756 4.05195 -2.52573 0.0 0.0 0.0 -0.623
C -4.22494 3.03387 -2.89699 0.0 0.0 0.0 -0.672
C -3.80422 2.09713 -1.95904 0.0 0.0 0.0 0.079
H -3.07872 0.54223 -3.29276 0.0 0.0 0.0 0.821
H -1.80439 1.34177 -2.35191 0.0 0.0 0.0 0.166
H -2.91178 1.54455 0.97146 0.0 0.0 0.0 -0.079
H -4.53150 0.82970 1.04890 0.0 0.0 0.0 0.839
H -5.48528 3.26206 0.74330 0.0 0.0 0.0 0.495
H -6.22501 4.92110 -0.92684 0.0 0.0 0.0 0.432
H -5.41841 4.77356 -3.26043 0.0 0.0 0.0 0.421
H -3.88159 2.96038 -3.92201 0.0 0.0 0.0 0.472
O -1.19779 -1.72041 3.68420 0.0 0.0 0.0 -0.674
S -1.80358 -1.39346 2.43879 -0.2 0.0 0.1 1.448
O -1.40441 -2.42632 1.34910 0.0 0.0 0.1 -0.622
O -1.04231 -0.21061 1.75711 0.0 0.0 0.0 -0.489
O -3.21139 -1.14105 2.38244 0.1 0.0 0.0 -0.667



Entry 2:
80
Properties=species:S:1:pos:R:3:forces:R:3:mulliken_charge:R:1 method="wB97M-V/def2-TZVPD" total_charge=-2 lumo_energy_ev=3.06 energy_ev=-151471.9471 homo_energy_ha=-0.018 multiplicity=1 orbital_gap_ev=3.55
Sr -1.07527 1.00418 -0.32083 0.3 0.6 1.1 1.025
N -1.76467 -0.22423 -4.67345 0.0 0.0 0.0 -0.803
C -1.94596 -1.16315 -3.56452 0.0 0.0 0.0 -0.871
C -1.06586 -0.85591 -2.34183 0.0 -0.1 0.0 1.195
O -0.13378 -0.00253 -2.51300 0.1 -0.1 -0.1 -0.803
N -1.27637 -1.39366 -1.16538 -0.2 -0.1 -0.1 -0.440
C -2.57509 -2.00689 -0.90968 0.0 -0.1 0.0 -0.619
C -3.70217 -0.94745 -0.76262 0.0 -0.1 -0.1 0.345
O -4.82037 -1.22619 -1.21768 0.0 0.0 0.0 -0.822
O -3.36028 0.14106 -0.19573 -0.1 -0.1 -0.3 -0.653
H -0.80479 0.10668 -4.59380 0.0 0.0 0.0 0.357
H -2.32048 0.60171 -4.47390 0.0 0.0 0.0 0.293
H -1.68878 -2.17514 -3.89929 0.0 0.0 0.0 0.239
H -2.99839 -1.19756 -3.28161 0.0 0.0 0.0 0.378
H -2.51081 -2.53627 0.04702 0.0 0.0 0.0 0.466
H -2.89222 -2.73774 -1.66228 0.0 0.0 0.0 0.308
C -2.70561 3.27275 3.63282 0.0 0.0 0.0 -1.559
C -1.59760 2.85813 2.68003 0.0 0.0 0.0 0.707
S -1.60022 3.69678 1.12426 0.1 -0.1 0.0 -0.558
C -0.74178 1.89498 3.08504 0.0 -0.1 0.0 0.313
C -0.91627 1.26230 4.45178 0.0 0.0 0.0 -1.535
S 0.64110 1.27038 2.15028 0.0 0.1 -0.2 -0.504
H -3.27851 4.08933 3.19949 0.0 0.0 0.0 0.363
H -2.31081 3.60062 4.60254 0.0 0.0 0.0 0.317
H -3.39412 2.44378 3.83438 0.0 0.0 0.0 0.249
H -0.84661 2.00470 5.25717 0.0 0.0 0.0 0.323
H -0.15425 0.50530 4.62634 0.0 0.0 0.0 0.325
H -1.89208 0.77393 4.55220 0.0 0.0 0.0 0.241
Se -0.12029 7.38237 -5.65367 0.0 0.0 0.0 0.142
N 1.00425 6.56055 -4.52508 0.0 0.0 0.0 -0.891
C 0.31962 5.64252 -3.90459 0.0 0.0 0.0 0.986
C 0.87968 4.76144 -2.88667 0.0 0.0 0.0 0.488
C 2.19642 4.88372 -2.44450 0.0 0.0 0.0 -0.672
C 2.64094 4.05404 -1.44151 0.0 0.0 0.0 -0.915
C 1.76117 3.10722 -0.91730 0.0 0.0 0.0 -0.381
N 0.52302 2.96224 -1.35640 -0.1 0.0 -0.2 0.697
C 0.06915 3.77981 -2.30715 0.0 0.1 0.0 -0.614
C -1.35757 3.65856 -2.69076 0.0 0.0 -0.1 -0.866
N -2.08292 2.71961 -2.08305 0.0 -0.1 -0.1 0.950
C -3.37889 2.61860 -2.33727 0.0 0.0 0.0 -0.822
C -4.02571 3.45080 -3.25058 0.0 0.0 0.0 -0.883
C -3.28758 4.40984 -3.90626 0.0 0.0 0.0 -0.717
C -1.92698 4.52907 -3.62543 0.0 0.0 0.0 0.525
C -1.08564 5.53084 -4.26959 0.0 0.0 0.0 1.167
N -1.51356 6.36141 -5.17660 0.0 0.0 0.0 -0.887
H 2.83388 5.63940 -2.88496 0.0 0.0 0.0 0.494
H 3.64496 4.13205 -1.04760 0.0 0.0 0.0 0.426
H 2.04078 2.46136 -0.09065 0.0 0.0 0.0 0.318
H -3.90401 1.84180 -1.78466 0.0 0.0 0.0 0.517
H -5.08541 3.33280 -3.42927 0.0 0.0 0.0 0.448
H -3.73742 5.07906 -4.62821 0.0 0.0 0.0 0.489
C 1.93544 -4.29812 -1.37065 0.0 0.0 0.0 -1.407
C 0.58469 -4.38369 -0.66859 0.0 0.0 0.0 0.327
C 0.69518 -4.52408 0.84251 0.0 0.0 0.0 -1.032
N 1.30164 -3.35778 1.44853 0.0 0.0 0.0 0.391
C 0.76250 -2.58950 2.40856 0.0 0.0 0.0 -0.286
S -0.75937 -2.76329 3.03334 0.0 0.0 0.0 -0.397
N 1.62589 -1.57958 2.84418 0.1 -0.1 0.0 0.693
C 2.93554 -1.76715 3.17678 0.0 0.0 -0.1 0.220
O 3.75277 -0.86539 3.22497 0.0 0.0 0.0 -0.649
C 3.37243 -3.16198 3.57229 0.0 0.0 0.0 0.410
C 2.56666 -4.00949 4.32485 0.0 0.0 0.0 -0.006
C 3.04632 -5.24919 4.72316 0.0 0.0 0.0 -0.743
C 4.32497 -5.65338 4.36421 0.0 0.0 0.0 -0.356
C 5.13281 -4.80550 3.61760 0.0 0.0 0.0 -0.515
C 4.66122 -3.55910 3.23499 0.0 0.0 0.0 -0.590
H 1.80798 -4.26369 -2.45332 0.0 0.0 0.0 0.396
H 2.57186 -5.15522 -1.12894 0.0 0.0 0.0 0.340
H 2.47326 -3.38738 -1.09712 0.0 0.0 0.0 0.347
H 0.02677 -5.24574 -1.04566 0.0 0.0 0.0 0.395
H 0.00235 -3.48765 -0.89507 -0.1 0.0 0.0 -0.375
H 1.29420 -5.40679 1.10526 0.0 0.0 0.0 0.313
H -0.28899 -4.63285 1.29364 0.0 0.0 0.0 0.399
H 2.16279 -3.02149 1.04828 0.0 0.0 0.0 0.280
H 1.24752 -0.58049 2.77473 0.0 0.1 0.0 -0.449
H 1.56419 -3.69926 4.59329 0.0 0.0 0.0 0.440
H 2.41556 -5.90242 5.31340 0.0 0.0 0.0 0.404
H 4.69228 -6.62604 4.66911 0.0 0.0 0.0 0.372
H 6.13314 -5.11486 3.33961 0.0 0.0 0.0 0.369
H 5.28259 -2.86793 2.68006 0.0 0.0 0.0 0.431



Entry 3:
66
Properties=species:S:1:pos:R:3:forces:R:3:mulliken_charge:R:1 method="wB97M-V/def2-TZVPD" total_charge=+1 lumo_energy_ev=-5.65 energy_ev=-38242.3662 homo_energy_ha=-0.391 multiplicity=1 orbital_gap_ev=5.00
C 5.32575 -6.19265 -1.49458 0.0 0.1 -0.1 -0.710
O 5.03373 -4.80669 -1.82484 -1.6 0.5 1.1 -0.399
C 3.91009 -4.23778 -1.27764 0.3 -0.8 -0.4 0.994
C 3.64777 -2.87380 -1.56586 0.3 -0.3 -0.1 -0.770
C 2.50883 -2.26644 -1.08277 -0.2 0.2 0.0 -0.444
C 1.48793 -3.02302 -0.44191 0.2 -0.4 0.5 -0.045
C 0.14441 -2.52280 -0.37772 0.3 -1.2 -0.4 -0.071
C -0.90187 -3.37453 -0.82825 -0.6 -1.0 -0.5 0.731
C -2.29594 -3.17763 -0.55912 -0.1 0.3 0.3 -0.167
C -3.26279 -4.10487 -0.90533 0.2 -0.1 -0.1 -0.709
C -2.90242 -5.32858 -1.50979 0.4 0.6 0.3 -0.412
C -1.55823 -5.52477 -1.88347 -0.3 -0.2 0.0 -0.654
C -0.60344 -4.54764 -1.63186 0.3 0.1 0.4 -0.231
C 1.80529 -4.37958 -0.08095 -0.4 0.0 -0.8 -0.919
C 2.97875 -4.97494 -0.49618 0.3 0.0 -0.3 -0.226
H 6.40699 -6.26834 -1.63222 -0.3 -0.1 0.0 0.264
H 5.04873 -6.45604 -0.46029 0.3 0.3 -0.4 0.313
H 4.79971 -6.87124 -2.18690 0.2 0.4 0.2 0.327
H 4.34059 -2.36526 -2.24352 -0.2 0.0 0.5 0.434
H 2.30729 -1.21542 -1.29527 0.1 -0.3 -0.1 0.481
H -0.06869 -1.51659 -0.02740 0.1 0.1 -0.3 0.329
H -2.63174 -2.25875 -0.06271 0.1 -1.0 -0.1 0.512
H -4.30345 -3.85453 -0.68189 0.4 -0.3 -0.1 0.426
H -3.66483 -6.09130 -1.69031 0.3 0.3 0.0 0.414
H -1.26426 -6.46433 -2.37601 -0.2 0.7 0.1 0.384
H 0.40341 -4.68077 -2.05858 -0.6 0.1 0.3 0.507
H 1.08088 -4.99838 0.46152 0.2 0.4 -0.2 0.568
H 3.12684 -6.05161 -0.34026 -0.1 0.7 0.2 0.294
O 0.50521 3.08097 -0.70977 0.7 -0.7 0.1 -0.762
C -0.50810 3.24717 0.26466 -0.2 0.1 -0.8 3.151
C -0.92880 4.70133 0.11579 0.3 -0.2 0.7 -0.646
C -0.89082 5.26952 -1.15636 -0.2 0.7 -0.1 -0.205
C -1.28028 6.60690 -1.32317 0.0 -0.5 0.5 -0.828
C -1.70469 7.34229 -0.20629 -0.1 0.2 -0.2 -0.388
C -1.74317 6.76330 1.06492 0.0 -0.3 0.1 -1.042
C -1.35780 5.42737 1.22542 0.0 0.2 -0.5 0.099
C -1.70120 2.33818 -0.02816 -0.1 0.4 -1.0 -0.732
C -1.39867 1.06134 -0.49030 0.3 -0.1 0.3 -0.903
C -2.30395 0.05164 -0.22655 -0.1 -0.1 -0.6 1.024
C -3.63850 0.33885 0.07832 0.1 0.1 0.2 -0.321
C -4.01297 1.68000 0.23282 0.1 0.0 -0.2 -0.903
C -3.04102 2.69163 0.19725 0.2 -0.6 0.3 -0.455
C -0.00427 2.74075 1.64873 -0.8 0.1 0.8 -0.660
C 1.05562 3.59617 2.37668 -0.5 0.0 -0.4 -0.640
C 1.96615 2.60293 3.10701 0.2 -0.1 -0.1 -0.585
C 1.48708 1.20437 2.70245 -0.5 -0.4 0.3 -0.693
N 0.59878 1.40768 1.54433 0.9 -0.1 -0.3 -0.101
H 1.05511 2.31719 -0.44842 -0.3 0.3 0.1 0.457
H -0.54758 4.68995 -2.01580 -0.1 0.2 0.4 0.420
H -1.24119 7.04145 -2.32525 -0.1 0.0 0.4 0.387
H -2.02494 8.37949 -0.34057 0.2 -0.3 0.1 0.381
H -2.06760 7.32342 1.94757 0.1 -0.1 -0.5 0.398
H -1.39059 4.91836 2.18962 -0.1 0.4 -0.2 0.426
H -0.43339 0.84581 -0.99792 -0.6 0.2 0.9 0.432
H -1.88565 -0.95122 -0.26723 -0.6 0.7 -0.5 -1.144
H -4.37883 -0.46545 0.14866 0.3 0.3 0.2 0.431
H -5.05512 1.95071 0.41615 0.3 -0.2 -0.1 0.380
H -3.31018 3.74202 0.34984 0.1 -0.5 0.1 0.446
H -0.90208 2.66179 2.30283 0.3 0.3 -0.2 0.444
H 1.57926 4.24184 1.67051 0.1 -0.2 0.0 0.334
H 0.52500 4.25458 3.06368 0.2 0.0 0.1 0.369
H 3.00744 2.72106 2.81489 0.0 0.2 0.1 0.285
H 1.88571 2.73259 4.18751 0.2 0.0 -0.1 0.266
H 2.29362 0.49360 2.48167 0.0 0.3 -0.2 0.341
H 0.95069 0.73665 3.54300 -0.1 0.2 -0.1 0.329
H -0.05758 0.64204 1.41555 0.0 0.5 0.2 -0.018



Entry 4:
75
Properties=species:S:1:pos:R:3:forces:R:3:mulliken_charge:R:1 method="wB97M-V/def2-TZVPD" total_charge=+4 lumo_energy_ev="-10.69 / -14.34" s_squared=8.789 energy_ev=-128978.3872 homo_energy_ha="-0.678 / -0.678" multiplicity=6 orbital_gap_ev="7.77 / 4.12"
Ir 0.15989 1.13124 1.42131 0.5 -0.2 1.0 2.540
N -1.36934 1.04045 5.29158 0.0 0.0 0.0 -0.334
C -0.08916 0.78564 5.12764 -0.1 0.0 -0.2 0.847
N 0.60257 0.11298 6.01622 0.0 0.0 0.1 -0.350
S 0.82320 1.40046 3.73620 0.1 0.0 -0.2 -0.538
H -1.86646 0.75883 6.12854 0.0 0.0 0.0 0.235
H -1.88452 1.57962 4.61735 0.0 0.0 0.0 0.173
H 0.19776 -0.19525 6.89346 0.0 0.0 0.0 0.244
H 1.59365 -0.03927 5.89726 0.0 0.0 0.0 0.227
O -0.63410 -0.55443 0.79023 0.1 0.1 0.0 -1.031
As -0.46679 -1.59360 -0.60553 -0.6 -0.8 -1.0 1.018
C -2.13128 -1.58830 -1.53362 0.1 0.3 0.1 0.164
C -2.15926 -1.33646 -2.90387 -0.2 0.2 0.1 -0.140
C -3.37455 -1.42525 -3.57451 0.1 -0.1 0.0 -0.820
C -4.52494 -1.78161 -2.88231 0.0 0.0 0.0 -0.581
C -4.48738 -2.02261 -1.51083 0.1 -0.1 0.0 -0.751
C -3.28364 -1.94127 -0.82842 -0.1 0.1 -0.1 -0.437
C 0.84950 -0.92921 -1.81368 0.1 0.3 0.2 1.100
C 1.64297 -1.79725 -2.55618 0.1 -0.1 0.2 -0.516
C 2.50168 -1.27968 -3.51848 0.0 0.0 -0.1 -0.788
C 2.55711 0.08899 -3.74078 0.0 0.0 0.0 -0.777
C 1.76576 0.95638 -2.99277 0.0 0.0 0.0 -0.839
C 0.90270 0.44776 -2.03620 0.0 -0.1 0.0 -0.412
C -0.20013 -3.38028 -0.03315 0.1 0.2 0.4 0.522
C -0.12442 -4.36817 -1.01344 0.1 0.0 0.0 -0.788
C 0.13611 -5.67288 -0.62479 -0.2 0.0 0.0 -0.856
C 0.24329 -5.98658 0.72585 -0.1 0.0 0.0 -0.554
C 0.13147 -4.99883 1.69572 -0.1 0.0 0.0 -0.743
C -0.10933 -3.68447 1.32228 0.4 0.0 -0.1 -0.065
H -1.26310 -1.06223 -3.44639 0.0 0.0 0.0 0.485
H -3.41003 -1.23190 -4.63844 0.0 -0.1 0.0 0.461
H -5.45728 -1.89897 -3.41926 0.0 0.1 0.0 0.467
H -5.38607 -2.30603 -0.97958 0.0 0.0 0.0 0.475
H -3.24764 -2.15163 0.23445 0.0 -0.1 0.0 0.492
H 1.60926 -2.86580 -2.38730 0.0 0.0 0.0 0.556
H 3.11391 -1.94914 -4.10800 0.0 0.0 0.0 0.505
H 3.20819 0.48452 -4.50949 0.0 0.0 0.0 0.464
H 1.80655 2.02108 -3.18656 0.0 0.0 0.0 0.523
H 0.25802 1.11863 -1.47262 0.0 0.0 -0.1 0.316
H -0.28230 -4.13986 -2.06143 0.1 0.0 0.0 0.529
H 0.22180 -6.44842 -1.37362 -0.1 0.0 0.0 0.454
H 0.36975 -7.01854 1.02472 0.2 0.0 0.0 0.441
H 0.22509 -5.25298 2.74279 -0.1 0.0 0.0 0.440
H -0.20636 -2.90770 2.07076 0.0 0.0 0.0 0.378
C 5.22949 2.80664 -0.26054 0.0 0.1 0.0 -1.290
C 4.18812 1.86940 0.21787 0.0 -0.1 0.0 0.653
C 4.28001 0.52373 0.59180 0.0 0.0 0.0 -1.088
C 3.02743 0.12964 0.99876 0.0 0.2 0.0 0.705
N 2.16014 1.19374 0.87883 -0.1 -0.2 0.2 -0.409
N 2.90824 2.22285 0.39558 0.0 0.1 -0.1 0.008
C 2.60069 -1.21438 1.46881 0.0 0.1 0.0 -1.090
H 6.17177 2.28567 -0.40395 0.0 0.0 0.0 0.380
H 5.39190 3.60405 0.46921 0.0 0.0 0.0 0.362
H 4.93798 3.28489 -1.19733 0.0 -0.1 0.0 0.367
H 5.16935 -0.08503 0.56554 0.0 0.0 0.0 0.549
H 2.51173 3.13664 0.24877 -0.1 0.0 0.0 0.239
H 3.42332 -1.70252 1.98833 0.0 0.0 0.0 0.527
H 2.33372 -1.84111 0.61522 0.0 0.0 0.0 0.118
H 1.74431 -1.15998 2.14035 0.0 0.0 0.0 0.129
N 0.06611 4.60692 2.39859 0.1 -0.1 0.0 -0.192
C -0.77353 4.28464 1.44812 -0.1 0.3 -0.2 0.441
N -1.00587 3.01909 1.03330 -0.1 -0.1 -0.4 -0.266
C -1.97246 2.99777 0.07024 0.0 0.4 0.1 0.222
C -2.53169 1.85150 -0.52493 0.0 0.0 0.0 -0.179
C -3.48364 2.02410 -1.48293 -0.1 0.1 -0.1 -0.441
C -3.92271 3.34017 -1.88274 0.0 -0.3 0.0 -0.735
C -3.40939 4.48080 -1.29530 0.1 0.2 0.1 -0.559
C -2.44765 4.31535 -0.31613 -0.1 -0.3 -0.1 0.725
S -1.68387 5.53400 0.61774 0.1 0.0 0.1 -0.104
H 0.56819 3.89132 2.91482 -0.1 0.0 0.1 0.011
H 0.16700 5.56970 2.69993 0.1 0.0 0.0 0.305
H -2.24026 0.85922 -0.20547 0.0 0.0 0.0 0.525
H -3.92914 1.15430 -1.95239 0.0 0.0 0.0 0.369
H -4.68633 3.43247 -2.64549 0.0 0.0 0.0 0.484
H -3.75514 5.46642 -1.57973 0.0 0.0 0.0 0.498